Entry 1:
C4H5NO2 | ωB97M-V/def2-TZVPD

## Properties
Gap between HOMO and LUMO = 9.75 eV
Energy relative to the best compared isomer or geometry (same formula, charge and spin) = 2.806 eV
Structure (SMILES) = NC#C[C@H](O)C=O

```
! wB97M-V def2-TZVPD RIJCOSX def2/J DEFGRID3
* xyz 0 1
N 1.1326 2.5561 -0.2142
C 0.4234 1.4176 -0.1104
C -0.2151 0.3912 -0.0446
C -0.8612 -0.9185 -0.1340
O -1.5875 -1.2982 1.0227
C 0.2386 -1.9567 -0.3796
O 0.5752 -2.3363 -1.4705
H 1.9459 2.6386 0.3785
H 0.6052 3.4121 -0.3076
H -1.5341 -0.9412 -0.9998
H -1.4282 -0.6344 1.7033
H 0.7052 -2.3302 0.5563
*
```

Results of the Löwdin charge analysis, in e, for atoms 1 through 5: N 0.07; C -0.14; C 0.02; C -0.37; O -0.03

---

Entry 2:
C9H18O9Rb | ωB97M-V/def2-TZVPD

## Properties
Gap between HOMO and LUMO = 11.02 eV
Energy relative to the best compared isomer or geometry (same formula, charge and spin) = 0.516 eV

```
! wB97M-V def2-TZVPD RIJCOSX def2/J DEFGRID3
* xyz 1 1
Rb -1.9837 -0.0102 -0.2202
C 0.8264 4.7709 0.6371
O 0.3084 4.1908 1.8558
C -0.4070 3.0911 1.7691
O -0.7061 2.4994 0.7534
O -0.7393 2.7456 3.0205
C -1.5770 1.6050 3.1933
H 0.5769 4.1641 -0.2285
H 1.9058 4.7431 0.7693
H 0.4524 5.7836 0.5593
H -1.2631 0.7720 2.5645
H -2.6370 1.7678 2.9833
H -1.4859 1.3895 4.2510
C -3.1517 -4.2138 1.0169
O -1.9572 -4.6274 0.3624
C -0.9857 -3.7271 0.3233
O -1.0264 -2.6242 0.8398
O 0.0099 -4.2148 -0.3594
C 1.1848 -3.4229 -0.5527
H -3.7486 -5.1016 1.1965
H -3.6996 -3.4870 0.4184
H -2.9350 -3.7750 1.9920
H 1.7281 -3.9099 -1.3604
H 1.8473 -3.4854 0.3104
H 0.8752 -2.4128 -0.7995
C 3.4360 -0.6762 -1.6032
O 2.7409 0.3170 -2.3401
C 1.5184 0.6287 -1.9262
O 0.9894 0.2308 -0.9189
O 1.0982 1.5776 -2.7519
C -0.2637 1.9517 -2.8328
H 2.7651 -1.3710 -1.1026
H 4.0983 -0.2525 -0.8507
H 4.0093 -1.2750 -2.3086
H -0.8703 1.3166 -3.4815
H -0.2487 2.9192 -3.3362
H -0.6850 2.1223 -1.8430
*
```

Results of the Löwdin charge analysis, in e, for atoms 1 through 5: Rb 0.98; C 0.01; O 0.03; C -0.59; O 0.01

---

Entry 3:
C54H50I4N4OP2ReS | ωB97M-V/def2-TZVPD

## Properties
Gap between HOMO and LUMO (alpha / beta) = 5.91 / 5.53 eV
Energy relative to the best compared isomer or geometry (same formula, charge and spin) = 0.130 eV

```
! wB97M-V def2-TZVPD RIJCOSX def2/J DEFGRID3
* xyz 2 2
Re 0.1051 0.6087 0.5396
I 4.0820 -5.7891 6.9783
C 3.2073 -4.4761 5.6280
C 1.9436 -4.7430 5.1180
C 1.3628 -3.8645 4.2167
C 2.0336 -2.7194 3.7982
C 3.2971 -2.4590 4.3303
C 3.8809 -3.3247 5.2399
C 1.4403 -1.7415 2.8389
C 0.2934 -1.0492 3.2089
C -0.3526 -1.2192 4.4715
C -1.3750 -0.3373 4.5252
C -1.3563 0.4033 3.3083
C -2.1728 1.5037 3.0937
C -3.2143 1.8159 4.1133
C -3.0749 2.9381 4.9260
C -4.0249 3.2363 5.8892
C -5.1345 2.4139 6.0436
I -6.5676 2.8610 7.4788
C -5.2833 1.2903 5.2407
C -4.3221 0.9928 4.2870
C -1.9990 2.3960 2.0442
N -1.0175 2.3279 1.0743
C -1.1211 3.5195 0.3880
C -0.1569 4.0251 -0.4633
C -0.3479 5.3852 -1.0432
C -0.5960 5.5427 -2.4029
C -0.7676 6.8056 -2.9478
C -0.6794 7.9257 -2.1312
I -0.9277 9.8220 -2.9427
C -0.4225 7.7804 -0.7736
C -0.2619 6.5139 -0.2341
C 1.0355 3.3635 -0.7108
C 2.1195 3.9687 -1.4143
C 3.0891 3.0355 -1.5356
C 2.6125 1.8481 -0.9023
N 1.3533 2.0608 -0.3531
C 3.3653 0.6848 -0.8298
C 3.0199 -0.3768 -0.0114
C 3.8604 -1.5023 0.2331
C 3.3261 -2.1627 1.2861
C 2.1503 -1.4537 1.6821
N 1.9094 -0.4057 0.8116
C 4.6363 0.6224 -1.6033
C 5.8679 0.6466 -0.9554
C 7.0468 0.6051 -1.6828
C 7.0023 0.5325 -3.0697
I 8.7677 0.4626 -4.1624
C 5.7788 0.5129 -3.7274
C 4.6040 0.5642 -2.9935
C -2.2531 4.2667 0.8392
C -2.7850 3.5802 1.8747
N -0.3317 -0.0472 2.4801
H 1.4100 -5.6319 5.4251
H 0.3690 -4.0751 3.8485
H 3.8241 -1.5578 4.0434
H 4.8561 -3.1003 5.6490
H -0.0328 -1.8973 5.2418
H -2.0524 -0.1606 5.3428
H -2.2085 3.5793 4.8155
H -3.8994 4.1054 6.5199
H -6.1444 0.6473 5.3583
H -4.4504 0.1060 3.6769
H -0.6588 4.6756 -3.0490
H -0.9670 6.9171 -4.0043
H -0.3451 8.6516 -0.1384
H -0.0562 6.4049 0.8239
H 2.1338 4.9915 -1.7505
H 4.0598 3.1387 -1.9896
H 4.7643 -1.7285 -0.3066
H 3.7089 -3.0406 1.7776
H 5.9085 0.7134 0.1249
H 7.9982 0.6344 -1.1702
H 5.7419 0.4622 -4.8067
H 3.6532 0.5613 -3.5138
H -2.5638 5.2173 0.4410
H -3.6322 3.8492 2.4819
C -3.5587 0.7124 -0.1399
P -2.1922 -0.4466 0.1824
C -2.8508 -1.5819 1.4243
C -2.2708 -1.4179 -1.3587
C -1.6292 -0.5978 -2.4641
P -0.0240 0.1042 -1.9156
C 1.1352 -1.1202 -2.5980
C 0.0994 1.4953 -3.0730
H -4.3917 0.1357 -0.5457
H -3.2686 1.4760 -0.8614
H -3.8914 1.2081 0.7654
H -3.6564 -2.1461 0.9511
H -3.2508 -1.0464 2.2823
H -2.0690 -2.2625 1.7466
H -3.3255 -1.6170 -1.5566
H -1.7559 -2.3641 -1.2154
H -2.2700 0.2358 -2.7635
H -1.4358 -1.1870 -3.3624
H 1.1757 -0.9820 -3.6802
H 0.7471 -2.1124 -2.3816
H 2.1340 -1.0334 -2.1866
H -0.2035 1.1264 -4.0547
H 1.1108 1.8879 -3.1412
H -0.5781 2.2929 -2.7761
C -1.1782 -4.9816 1.9887
C 0.1661 -5.0047 1.2884
S 0.1286 -4.1105 -0.2728
O 0.0043 -2.6210 -0.0181
C 1.8516 -4.4206 -0.7648
C 1.9316 -5.4640 -1.8680
H -1.1581 -5.6429 2.8540
H -1.9784 -5.3254 1.3326
H -1.4139 -3.9783 2.3418
H 0.4429 -6.0213 0.9950
H 0.9738 -4.5898 1.8967
H 2.4220 -4.7132 0.1173
H 2.2171 -3.4450 -1.0835
H 1.5533 -6.4308 -1.5355
H 2.9686 -5.6031 -2.1706
H 1.3571 -5.1629 -2.7440
*
```

Results of the Löwdin charge analysis, in e, for atoms 1 through 5: Re 1.33; I 0.94; C -0.74; C -0.12; C -0.05

---

Entry 4:
CaI2O4P | ωB97M-V/def2-TZVPD

## Properties
Gap between HOMO and LUMO = 2.96 eV
Energy relative to the best compared isomer or geometry (same formula, charge and spin) = 7.304 eV

```
! wB97M-V def2-TZVPD RIJCOSX def2/J DEFGRID3
* xyz -3 1
Ca 13.1924 -14.2418 -20.1167
P 11.7803 -17.2208 -24.0579
O 12.1445 -15.8679 -24.6812
O 11.7265 -16.8605 -22.5828
O 13.0181 -18.0614 -24.1775
O 10.6762 -18.1847 -24.1243
I 13.7781 -12.3622 -16.1288
I 17.2053 -15.2509 -21.8597
*
```

Results of the Löwdin charge analysis, in e, for atoms 1 through 5: Ca 0.51; P -0.27; O -0.34; O -0.32; O -0.30

---

Entry 5:
C4H10OS | ωB97M-V/def2-TZVPD

## Properties
Gap between HOMO and LUMO = 9.25 eV
Energy relative to the best compared isomer or geometry (same formula, charge and spin) = 4.187 eV

```
! wB97M-V def2-TZVPD RIJCOSX def2/J DEFGRID3
* xyz 0 1
C 2.1680 2.4924 -2.1042
C 0.3096 -0.7002 1.0630
C -0.9621 -1.0748 0.4151
C -1.9218 -1.8340 0.9009
O 2.3369 -0.4697 -1.4861
S 1.3274 1.2037 -1.4825
H 3.0867 2.8771 -1.6009
H 1.9783 2.8110 -3.0973
H 0.1577 0.3676 1.1395
H 0.4745 -1.1782 1.9593
H 1.1937 -0.8561 0.3506
H 2.2361 -0.9011 -2.2502
H -1.0417 -0.5953 -0.5406
H -1.9774 -2.1255 1.9402
H -2.9205 -2.0889 0.4433
H 1.7714 1.1526 -0.2840
*
```

Results of the Löwdin charge analysis, in e, for atoms 1 through 5: C -0.38; C -0.13; C -0.26; C -0.02; O -0.39

---

Entry 6:
C4H6N2O2 | ωB97M-V/def2-TZVPD

## Properties
Gap between HOMO and LUMO = 8.73 eV
Energy relative to the best compared isomer or geometry (same formula, charge and spin) = 3.486 eV
Structure (SMILES) = CC1=C(N)[N@@H+]1C(=O)[O-]

```
! wB97M-V def2-TZVPD RIJCOSX def2/J DEFGRID3
* xyz 0 1
C -1.5142 1.3190 -0.8158
N -0.0718 -0.3550 0.8061
C -0.3110 -2.0819 0.6033
C 0.8966 0.3515 -0.0189
C -0.3291 0.6778 -0.2522
N 2.2405 0.3806 -0.0807
O -0.5169 -2.3609 1.7618
O -0.0729 -2.3895 -0.5131
H -0.2227 -0.4490 1.8901
H 2.6419 0.8321 -0.8886
H 2.7190 -0.3723 0.3921
H -2.1042 1.7974 -0.0323
H -1.2110 2.0720 -1.5413
H -2.1443 0.5783 -1.3105
*
```

Results of the Löwdin charge analysis, in e, for atoms 1 through 5: C -0.03; N 0.07; C -0.63; C -0.25; C -0.12